Computed, not measured: an isolated ion of composition CH5OS2 and charge -1, with ωB97M-V/def2-TZVPD.

Summary:
**DFT total energy**: -24836.2721 eV
**Charge**: -1
**HOMO-LUMO gap**: 7.238 eV
**ΔE to the lowest compared entry with this formula, charge and spin**: 88.2 kJ/mol
**HOMO energy**: -3.44 eV

Last column: Mulliken charge in e.
Geometry (Å):
O: -1.228 -0.906 -1.708  -0.78
H: -1.692 -0.190 -2.161  0.23
C: -0.437 -0.037 0.708  -0.78
S: 0.402 -0.100 -0.909  0.06
S: 2.190 1.082 -0.001  -0.56
H: -1.344 -0.633 0.591  0.30
H: -0.710 0.981 1.018  0.26
H: 0.222 -0.501 1.440  0.24
H: 2.598 0.304 1.022  0.02